No. 1
16
Properties=species:S:1:pos:R:3:forces:R:3 method="wB97M-V/def2-TZVPD" spin_multiplicity=1 smiles=c1cc[nH]c1.O.O homo_ha=-0.331 total_charge=0 orbital_gap_ev=8.3 relative_energy_kj_mol=596.2
C 0.263 1.773 -0.554 1.2 -6.8 -3.4
C 0.221 1.899 0.778 -1.1 -1.5 5.9
C 0.562 0.711 1.537 1.2 3.3 -5.8
N 1.325 -0.163 0.512 -3.2 0.1 -0.3
C 0.850 0.341 -0.907 -1.1 5.4 4.2
H -0.468 2.093 -1.247 0.0 1.6 -0.9
H -0.178 2.760 1.336 0.0 -0.4 -0.5
H 0.440 0.698 2.594 0.4 -1.0 0.5
H 2.003 0.548 0.481 2.9 0.7 0.2
H 1.476 0.380 -1.801 0.0 -1.1 0.3
O -1.025 -1.689 1.130 2.1 -0.5 -0.1
H -0.606 -0.974 0.623 -0.8 0.2 -0.1
H -0.141 -2.110 1.351 -1.6 0.1 0.0
O -1.501 -1.807 -2.185 0.2 -1.1 2.4
H -1.419 -1.727 -1.185 -0.2 -0.6 -1.7
H -1.551 -0.906 -2.425 -0.1 1.6 -0.7


No. 2
15
Properties=species:S:1:pos:R:3:forces:R:3 method="wB97M-V/def2-TZVPD" spin_multiplicity=6 homo_ha="-0.626 / -0.659" total_charge=+2 orbital_gap_ev="5.6 / 6.8" relative_energy_kj_mol=513.0
H -2.096 -2.076 1.248 0.1 0.4 0.2
O 0.126 -0.763 -0.709 -3.0 -1.9 -0.8
C -0.773 -1.639 -0.396 4.7 0.5 2.8
C -1.454 -1.253 0.913 -1.1 -1.9 -0.8
O -2.285 -0.169 0.552 0.3 1.8 -2.0
C -1.689 0.630 -0.477 -0.1 -0.7 3.2
C -1.047 1.828 0.252 -0.2 3.1 0.7
O 0.337 1.803 0.330 -1.0 -1.0 -0.8
Dy 1.902 0.463 -0.008 1.3 0.8 0.2
H -0.473 -2.688 -0.528 -0.9 0.0 -1.1
H -0.769 -0.911 1.702 0.2 -0.3 -0.4
H -2.178 -0.395 -1.306 -0.6 0.9 0.0
H -1.286 0.813 -1.492 0.5 -1.1 -0.7
H -1.450 1.928 1.280 -0.3 -0.5 -0.5
H -1.391 2.724 -0.298 0.1 0.0 0.1


No. 3
83
Properties=species:S:1:pos:R:3:forces:R:3 method="wB97M-V/def2-TZVPD" spin_multiplicity=1 homo_ha="-0.258 / -0.257" total_charge=0 orbital_gap_ev="4.7 / 4.5"
Os -0.728 -0.032 -0.943 -0.2 0.1 -1.6
N -1.498 -0.882 1.006 0.0 0.4 -0.4
C -1.936 0.072 1.984 0.2 0.1 0.3
C -1.426 0.031 3.273 0.1 -0.1 0.0
C -1.871 0.935 4.225 0.1 0.0 0.0
C -2.819 1.884 3.876 0.0 0.0 0.0
C -3.305 1.930 2.578 0.0 0.0 0.1
C -2.867 1.027 1.609 -0.1 0.0 -0.1
C -3.351 1.138 0.218 0.1 0.1 0.0
C -4.714 1.372 0.018 0.0 0.1 0.0
C -5.212 1.665 -1.236 -0.1 0.0 0.0
C -4.320 1.822 -2.286 0.1 0.1 0.1
C -2.974 1.569 -2.097 -0.1 0.1 0.0
C -2.458 1.124 -0.872 -0.4 -0.6 0.3
H -0.919 -1.589 1.443 0.1 0.0 -0.1
H -2.299 -1.359 0.592 0.0 -0.1 0.1
H -0.678 -0.712 3.532 0.0 0.0 0.0
H -1.475 0.896 5.231 0.0 0.0 0.0
H -3.174 2.592 4.614 0.0 0.0 0.0
H -4.019 2.692 2.293 0.0 0.0 0.0
H -5.382 1.290 0.867 0.0 0.0 0.0
H -6.276 1.782 -1.389 0.0 0.0 0.0
H -4.668 2.099 -3.272 0.0 0.0 0.0
H -2.317 1.731 -2.938 -0.1 -0.2 -0.1
S -0.700 -2.617 -5.019 0.2 0.2 0.5
As -1.692 -1.126 -3.926 -0.6 -0.8 -1.9
S -0.098 0.283 -3.089 -0.1 0.2 1.7
S -2.422 -1.868 -1.991 0.9 1.3 0.9
S -3.044 -0.034 -5.083 0.3 0.1 0.4
C 2.209 1.880 2.198 0.1 0.0 -0.1
C 1.535 2.884 1.261 -0.6 -0.4 0.4
C 0.394 3.584 2.004 0.0 0.0 -0.1
P 0.924 2.025 -0.262 0.1 -0.8 -1.4
C 0.386 3.379 -1.434 -0.3 0.0 0.3
C 1.338 4.544 -1.695 0.1 -0.1 0.0
C -0.994 3.937 -1.042 0.1 0.0 0.1
C 2.499 1.375 -1.046 0.0 0.1 0.3
C 2.877 0.003 -0.462 0.0 0.1 0.0
C 3.739 2.272 -1.042 -0.1 0.0 -0.1
H 2.557 2.391 3.097 0.0 0.0 0.0
H 3.069 1.398 1.737 0.0 0.0 0.0
H 1.499 1.106 2.501 0.0 0.0 0.0
H 2.269 3.625 0.936 0.0 0.0 -0.1
H -0.397 2.873 2.258 0.0 0.0 0.0
H -0.043 4.387 1.417 0.0 0.0 0.0
H 0.775 4.016 2.932 0.0 0.0 0.0
H 0.266 2.815 -2.363 0.0 0.0 0.0
H 1.625 5.054 -0.773 0.0 0.0 0.0
H 0.829 5.269 -2.334 0.0 0.0 0.1
H 2.236 4.234 -2.221 0.0 0.1 0.0
H -0.897 4.809 -0.395 0.1 0.0 0.0
H -1.597 3.193 -0.531 -0.1 0.1 0.0
H -1.539 4.246 -1.934 0.0 0.0 0.0
H 2.187 1.231 -2.084 0.0 0.0 0.0
H 3.729 0.086 0.214 0.0 0.0 0.0
H 3.158 -0.691 -1.253 0.0 0.0 0.0
H 2.056 -0.441 0.099 0.1 -0.1 0.0
H 4.051 2.538 -0.030 0.0 0.0 0.0
H 3.601 3.187 -1.607 0.1 0.0 0.1
H 4.561 1.729 -1.513 0.0 0.0 0.1
Te 0.460 -2.553 -1.419 0.2 -0.4 0.2
C 2.447 -3.160 -0.867 -0.1 0.0 0.2
C 2.962 -3.206 0.424 0.0 0.0 0.0
C 4.197 -3.789 0.661 0.0 0.0 0.0
C 4.936 -4.312 -0.393 0.0 0.0 0.0
C 4.442 -4.238 -1.686 0.0 0.0 0.0
C 3.197 -3.668 -1.922 -0.1 0.0 0.0
C -0.464 -3.980 -0.146 0.0 0.2 0.0
C -0.361 -3.970 1.240 0.1 0.0 0.0
C -1.031 -4.924 1.996 0.0 0.0 0.0
C -1.807 -5.887 1.369 0.0 0.0 0.0
C -1.899 -5.907 -0.016 0.0 0.0 0.0
C -1.227 -4.958 -0.774 0.0 0.0 -0.1
H 2.403 -2.790 1.254 0.0 0.0 0.0
H 4.579 -3.852 1.672 0.0 0.0 0.0
H 5.894 -4.777 -0.203 0.0 0.0 0.0
H 5.010 -4.644 -2.513 0.0 0.0 0.0
H 2.802 -3.628 -2.932 0.0 0.0 0.0
H 0.267 -3.243 1.744 0.0 0.0 0.0
H -0.943 -4.910 3.075 0.0 0.0 0.0
H -2.328 -6.629 1.960 0.0 0.0 0.0
H -2.499 -6.656 -0.516 0.0 0.0 0.0
H -1.298 -4.973 -1.855 -0.1 0.0 0.0


No. 4
87
Properties=species:S:1:pos:R:3:forces:R:3 method="wB97M-V/def2-TZVPD" spin_multiplicity=2 homo_ha="-0.543 / -0.541" total_charge=+3 orbital_gap_ev="4.3 / 4.0"
Ir -0.460 -0.312 0.263 -2.6 1.3 1.3
C -3.843 -0.485 0.097 -0.1 0.5 0.9
C -3.492 0.319 1.354 -0.4 0.2 -0.3
N -2.310 -0.234 2.023 0.4 0.6 -0.5
C -2.581 -1.500 2.722 0.4 -0.7 -0.1
C -1.526 -2.558 2.386 -0.2 0.4 0.7
N -1.208 -2.555 0.958 1.2 0.9 -0.1
C -2.278 -3.098 0.104 -0.4 0.3 -0.7
C -2.560 -2.200 -1.106 0.0 -0.8 -0.1
N -2.646 -0.794 -0.704 1.8 0.1 -0.7
H -4.559 0.100 -0.483 0.1 -0.1 -0.1
H -4.339 -1.416 0.373 0.1 0.0 -0.1
H -4.360 0.332 2.023 0.1 0.0 0.0
H -3.267 1.350 1.071 -0.1 -0.2 0.1
H -1.992 0.448 2.704 0.1 0.0 -0.1
H -3.570 -1.859 2.438 0.0 0.1 0.0
H -2.586 -1.362 3.806 -0.1 0.1 -0.1
H -1.896 -3.535 2.718 0.1 0.0 -0.1
H -0.601 -2.350 2.927 -0.1 0.0 0.0
H -0.377 -3.132 0.827 -0.1 0.0 0.0
H -3.186 -3.206 0.697 0.1 0.0 0.1
H -2.011 -4.092 -0.263 0.0 0.1 0.1
H -3.490 -2.536 -1.580 0.1 0.1 0.0
H -1.761 -2.299 -1.846 -0.1 0.1 0.1
H -2.662 -0.227 -1.549 0.0 -0.1 0.1
S -1.210 2.184 -0.235 0.6 -2.2 0.1
C -0.224 2.938 1.007 -0.5 -1.0 -0.6
N 0.071 4.223 1.018 0.0 1.8 -0.1
N -0.468 5.093 0.239 -0.6 -2.5 0.3
C 0.018 6.367 0.111 1.0 2.2 0.0
C 1.241 6.727 0.718 -0.6 -0.4 -0.2
C 1.741 7.994 0.531 -0.2 0.3 -0.2
C 1.031 8.921 -0.235 -0.2 -0.2 0.0
C -0.188 8.576 -0.821 0.4 0.2 0.2
C -0.698 7.309 -0.656 0.2 -0.8 0.5
N 0.388 2.229 1.954 0.4 0.1 0.6
N 0.417 0.964 1.997 -0.8 -0.2 -2.9
C 1.024 0.370 3.073 1.0 -1.0 1.6
C 1.170 1.036 4.306 -0.3 -0.2 -0.6
C 1.764 0.388 5.367 0.1 -0.2 0.0
C 2.244 -0.909 5.218 0.0 0.0 -0.2
C 2.125 -1.565 3.993 0.1 0.0 0.5
C 1.509 -0.942 2.930 -0.2 0.6 -0.1
H -1.282 4.840 -0.346 0.4 0.0 0.2
H 1.761 5.995 1.317 0.1 0.0 0.0
H 2.683 8.277 0.975 0.1 0.0 0.1
H 1.422 9.918 -0.368 0.1 0.1 0.0
H -0.736 9.304 -1.399 0.0 0.1 0.0
H -1.652 7.035 -1.083 -0.1 0.0 -0.1
H 0.780 2.039 4.397 0.0 0.1 0.1
H 1.848 0.890 6.319 0.0 0.0 0.1
H 2.714 -1.410 6.051 0.0 0.0 0.0
H 2.530 -2.559 3.887 0.0 -0.1 0.0
H 1.421 -1.430 1.961 0.0 0.0 0.0
N 1.989 1.141 -1.924 0.1 0.1 -0.1
N 1.762 1.184 -0.526 0.3 0.0 -0.3
H 2.898 1.512 -2.203 -0.1 0.1 0.3
H 1.257 1.646 -2.415 0.1 0.0 0.2
H 1.682 2.140 -0.166 -0.2 -0.3 0.0
H 2.563 0.752 -0.067 -0.2 0.0 0.0
C 2.941 -1.706 -1.057 -0.2 0.4 0.5
P 1.104 -1.726 -1.213 -0.3 0.2 -0.7
C 0.847 -3.537 -1.136 -0.4 0.4 0.4
C 1.389 -4.243 -0.056 0.1 0.1 -0.1
C 1.337 -5.625 -0.031 0.0 0.0 0.1
C 0.723 -6.315 -1.068 0.0 0.1 -0.1
C 0.166 -5.618 -2.129 0.0 -0.1 0.1
C 0.209 -4.234 -2.159 0.0 0.1 -0.1
C 0.801 -1.316 -2.954 -0.4 0.1 0.4
C 1.554 -1.916 -3.959 -0.1 0.0 0.2
C 1.280 -1.616 -5.282 0.1 0.0 -0.1
C 0.264 -0.730 -5.609 0.1 0.0 0.0
C -0.486 -0.132 -4.607 0.0 0.0 -0.1
C -0.211 -0.419 -3.284 -0.1 -0.2 0.1
H 3.318 -2.679 -1.369 -0.1 0.0 0.0
H 3.255 -1.542 -0.029 0.1 0.0 0.1
H 3.363 -0.934 -1.695 -0.1 0.1 0.0
H 1.894 -3.711 0.740 0.1 0.0 0.1
H 1.787 -6.164 0.787 0.0 -0.1 0.1
H 0.694 -7.392 -1.053 0.0 -0.1 0.0
H -0.292 -6.154 -2.946 -0.1 0.0 -0.1
H -0.210 -3.708 -3.005 0.0 0.0 -0.1
H 2.335 -2.621 -3.716 0.1 -0.1 0.0
H 1.866 -2.076 -6.063 0.1 0.0 -0.1
H 0.068 -0.494 -6.643 0.0 0.0 -0.1
H -1.274 0.557 -4.865 -0.1 0.1 0.0
H -0.751 0.077 -2.485 0.0 0.1 -0.1


No. 5
109
Properties=species:S:1:pos:R:3:forces:R:3 method="wB97M-V/def2-TZVPD" spin_multiplicity=5 homo_ha="-0.223 / -0.289" total_charge=0 orbital_gap_ev="6.3 / 7.6"
Co 0.463 -0.327 -0.817 0.1 0.1 0.0
C -0.497 4.605 1.170 0.0 0.0 0.0
C -0.171 4.182 -0.266 0.2 -0.2 0.0
C 0.359 5.381 -1.055 -0.1 0.1 0.0
C -1.374 3.520 -0.922 -0.1 0.1 0.1
C -2.580 4.211 -0.880 0.1 0.0 -0.1
C -3.769 3.625 -1.272 0.0 0.0 0.0
C -3.758 2.300 -1.665 0.0 0.0 0.0
C -2.577 1.569 -1.734 -0.2 0.1 -0.1
C -2.679 0.115 -2.133 0.3 -0.2 -0.1
C -3.475 -0.686 -1.103 0.0 -0.1 0.0
C -3.267 -0.057 -3.533 -0.1 0.0 0.0
C -1.362 2.204 -1.436 0.2 -0.1 0.3
N -0.154 1.478 -1.551 -0.1 0.1 -0.1
C 0.907 2.066 -2.093 0.1 -0.1 -0.1
C 2.157 1.428 -2.098 -0.1 0.2 0.1
N 2.337 0.236 -1.535 0.1 0.0 -0.1
C 3.621 -0.344 -1.753 -0.3 0.1 0.2
C 4.423 -0.733 -0.663 0.1 0.1 -0.1
C 5.726 -1.143 -0.918 0.0 -0.1 0.0
C 6.236 -1.208 -2.204 0.0 0.0 0.0
C 5.411 -0.902 -3.267 -0.1 0.0 0.0
C 4.094 -0.491 -3.067 0.2 -0.2 -0.1
C 3.214 -0.335 -4.296 -0.1 0.1 0.0
C 3.654 0.817 -5.200 0.1 0.0 0.0
C 3.179 -1.636 -5.101 0.0 0.0 0.0
C 3.965 -0.761 0.780 0.1 0.0 0.1
C 3.007 -1.924 1.029 -0.2 -0.1 0.0
C 3.463 0.572 1.332 0.0 0.1 0.0
H 0.413 4.917 1.685 0.0 0.0 0.0
H -0.936 3.780 1.731 0.0 -0.1 0.0
H -1.192 5.446 1.200 0.0 0.0 0.0
H 0.624 3.441 -0.179 0.0 0.0 -0.1
H -0.302 6.241 -0.922 0.0 0.0 0.0
H 0.418 5.190 -2.126 0.0 -0.1 0.0
H 1.349 5.671 -0.704 0.0 0.0 0.0
H -2.584 5.225 -0.500 0.0 0.0 0.0
H -4.696 4.181 -1.236 0.0 0.0 0.0
H -4.688 1.812 -1.922 -0.1 0.0 0.0
H -1.669 -0.307 -2.182 -0.2 0.1 0.1
H -4.505 -0.334 -1.034 0.0 0.0 0.0
H -3.029 -0.613 -0.111 0.0 0.0 0.0
H -3.509 -1.742 -1.384 0.0 -0.1 0.0
H -4.291 0.316 -3.589 0.0 0.0 0.0
H -3.293 -1.113 -3.807 0.0 -0.1 0.0
H -2.673 0.474 -4.277 0.0 0.0 0.0
H 0.832 3.033 -2.577 -0.1 0.1 0.0
H 2.991 1.949 -2.558 0.0 -0.1 -0.1
H 6.353 -1.416 -0.077 0.0 0.0 0.0
H 7.259 -1.515 -2.374 0.0 0.0 0.0
H 5.783 -0.999 -4.279 0.0 0.0 0.0
H 2.191 -0.135 -3.972 0.1 0.0 0.0
H 4.600 0.584 -5.694 0.1 0.0 0.0
H 3.797 1.747 -4.650 0.0 0.0 0.0
H 2.914 0.995 -5.981 0.0 0.0 0.0
H 4.146 -1.842 -5.562 0.0 0.0 0.0
H 2.442 -1.559 -5.902 0.0 0.0 0.0
H 2.914 -2.488 -4.476 0.0 0.0 0.0
H 4.868 -1.005 1.352 0.0 0.0 0.0
H 2.051 -1.810 0.510 0.1 0.1 0.0
H 2.781 -2.012 2.093 0.0 0.0 0.0
H 3.445 -2.863 0.683 0.0 0.0 0.0
H 2.607 0.960 0.787 -0.1 0.0 0.0
H 4.254 1.323 1.287 0.0 0.0 0.0
H 3.168 0.460 2.377 0.0 0.0 0.0
C -1.148 0.909 8.088 0.0 0.0 0.0
C -0.795 1.673 6.814 0.0 -0.1 -0.1
C 0.563 2.356 7.019 0.0 0.0 0.0
C -1.867 2.748 6.587 0.0 0.0 0.0
C -0.727 0.759 5.587 0.0 0.1 -0.1
C -0.975 -0.610 5.658 0.0 0.0 0.0
C -0.923 -1.444 4.535 0.0 0.1 0.1
C -0.609 -0.852 3.339 0.0 -0.2 0.0
O -0.488 -1.418 2.093 0.0 0.1 0.1
B -0.118 -0.376 1.213 0.0 -0.1 -0.2
O -0.065 0.828 1.952 0.0 -0.1 0.0
C -0.354 0.504 3.250 0.0 0.2 0.0
C -0.402 1.330 4.345 -0.1 -0.1 0.1
H -1.178 1.601 8.931 0.0 0.0 0.0
H -0.410 0.140 8.319 0.1 0.0 0.0
H -2.125 0.432 8.015 0.0 0.0 0.0
H 0.538 2.981 7.913 0.0 0.0 0.0
H 0.822 2.993 6.174 0.0 0.0 0.0
H 1.359 1.620 7.137 0.0 0.0 0.0
H -1.893 3.439 7.432 0.0 0.0 0.0
H -2.855 2.298 6.481 0.0 0.0 0.0
H -1.669 3.328 5.686 0.0 0.0 0.0
H -1.223 -1.058 6.608 0.0 0.0 0.0
H -1.124 -2.503 4.609 0.0 0.0 0.0
H -0.200 2.386 4.236 0.0 0.0 0.0
C -1.003 -3.742 -0.024 0.2 0.1 0.0
N -1.483 -3.867 -1.387 -0.1 0.0 -0.2
C -0.981 -3.279 -2.493 0.1 0.1 0.1
Se 0.441 -2.102 -2.691 -0.1 -0.3 0.2
N -1.702 -3.730 -3.546 0.1 0.1 0.0
C -2.695 -4.596 -3.125 0.0 0.0 0.0
C -3.681 -5.295 -3.803 0.0 0.0 0.0
C -4.520 -6.086 -3.038 0.0 0.0 0.1
C -4.373 -6.180 -1.650 0.0 0.0 0.0
C -3.384 -5.482 -0.977 -0.1 0.0 -0.1
C -2.554 -4.682 -1.745 0.0 -0.1 0.0
H -0.461 -2.808 0.087 0.0 0.0 0.0
H -0.341 -4.575 0.221 0.0 0.0 0.0
H -1.855 -3.729 0.651 0.0 0.0 0.0
H -1.516 -3.418 -4.484 0.0 0.0 0.0
H -3.791 -5.226 -4.876 0.0 0.0 0.0
H -5.305 -6.646 -3.525 0.0 0.0 0.0
H -5.046 -6.813 -1.090 0.0 0.0 0.0
H -3.270 -5.561 0.094 0.0 0.0 0.0